Entry 1:
# C2H3ClN2O2

A single C2H3ClN2O2 molecule at a distorted geometry (ωB97M-V/def2-TZVPD, the OMol25 dataset).

Element x y z (Å)
C (-0.44367, 0.42236, 0.00212)
C (-1.61891, -0.51147, -0.03599)
N (1.86451, 0.20941, -0.15319)
N (0.64537, -0.28622, 0.07671)
O (-0.55244, 1.59214, -0.28280)
O (-1.57048, -1.70046, -0.22816)
Cl (-3.21325, 0.40250, 0.14354)
H (2.61152, -0.14114, 0.40871)
H (1.86899, 1.32775, -0.08090)
H (0.40838, -1.31486, 0.14996)

Computed properties:
Total charge = 0
2S+1 = 1
DFT total energy = -21718.8457 eV
HOMO energy = -9.24 eV
Gap between HOMO and LUMO = 8.92 eV
Energy above the lowest of the compared OMol25 structures with the same formula, charge and spin = 80.6 kJ/mol

***

Entry 2:
# C13H27F2O2PS5SbSe4Sn

A molecular structure, C13H27F2O2PS5SbSe4Sn (ωB97M-V/def2-TZVPD, the OMol25 dataset).

Element x y z (Å)
Sn (-0.53363, 0.31841, 0.10715)
Se (-4.18279, -3.53165, -2.07830)
Sb (-2.79124, -1.62893, -2.16097)
Se (-0.50298, -1.49681, -2.77745)
Se (-3.37048, 0.02961, -0.19577)
Se (-4.00944, 0.56021, -2.47218)
C (4.00136, -2.31781, 2.19179)
C (3.00183, -1.87822, 3.25887)
S (1.95895, -0.46220, 2.86818)
C (3.17113, 0.85011, 2.64149)
C (3.87270, 1.00728, 1.27987)
S (2.80188, 0.82232, -0.16757)
C (3.56491, -0.46100, -1.19570)
C (4.26859, -1.64188, -0.53776)
S (3.26168, -2.66169, 0.56961)
H (4.51423, -3.21669, 2.54015)
H (4.76235, -1.54854, 2.06585)
H (3.55127, -1.69225, 4.18668)
H (2.29577, -2.68497, 3.46551)
H (3.93651, 0.78102, 3.42058)
H (2.60009, 1.75589, 2.83902)
H (4.72293, 0.33637, 1.17392)
H (4.27956, 2.02054, 1.25055)
H (4.26968, 0.00784, -1.88702)
H (2.72706, -0.82924, -1.79166)
H (5.16447, -1.32592, -0.00159)
H (4.61885, -2.28815, -1.34521)
F (0.50131, 2.88949, -1.20035)
C (-0.59775, 2.05525, -1.36686)
F (-1.70741, 2.87693, -1.19566)
H (-0.59679, 1.76315, -2.42345)
C (-2.95482, 3.21189, 6.27104)
C (-2.53252, 1.91512, 5.61396)
C (-1.78881, 0.99002, 6.55807)
O (-1.64695, 2.25378, 4.51978)
P (-1.89530, 1.57880, 3.08021)
S (-2.14810, -0.35324, 3.13479)
S (-0.37584, 2.30546, 1.96758)
O (-3.28016, 2.22793, 2.57944)
C (-3.38660, 3.46209, 1.83159)
C (-3.20906, 4.66303, 2.73591)
C (-4.74653, 3.42242, 1.16482)
H (-3.62649, 3.00723, 7.10686)
H (-3.46841, 3.85754, 5.56084)
H (-2.08191, 3.74478, 6.65287)
H (-3.40939, 1.40071, 5.20991)
H (-0.91387, 1.50042, 6.96602)
H (-1.46345, 0.09988, 6.02348)
H (-2.43421, 0.69061, 7.38682)
H (-2.60673, 3.44935, 1.06710)
H (-4.00450, 4.69738, 3.48379)
H (-3.25942, 5.57674, 2.14026)
H (-2.24472, 4.63828, 3.24232)
H (-5.54341, 3.41207, 1.91121)
H (-4.83443, 2.52831, 0.54764)
H (-4.87543, 4.29822, 0.52717)

Computed properties:
Total charge = -1
2S+1 = 1
DFT total energy = -360675.0218 eV
HOMO energy = -4.69 eV
Gap between HOMO and LUMO = 6.42 eV
Energy above the lowest of the compared OMol25 structures with the same formula, charge and spin = 0.0 kJ/mol

***

Entry 3:
# C11H14N3O

2 unconnected molecules or ions with the total composition C11H14N3O at a distorted geometry (ωB97M-V/def2-TZVPD, the OMol25 dataset).

Element x y z (Å)
C (-3.99948, 0.44933, 0.05326)
C (-3.59093, -0.71303, 0.69017)
C (-3.07547, 1.23535, -0.62262)
C (-2.26092, -1.08794, 0.66866)
C (-1.74041, 0.88023, -0.65337)
C (-1.33570, -0.28116, 0.00438)
C (1.91057, -1.92399, -0.22196)
C (2.24517, -0.66264, 0.10058)
C (0.45801, -2.01357, -0.32712)
C (3.56220, -0.08669, 0.43874)
C (0.96796, 1.28371, 1.00659)
N (0.01579, -0.68006, -0.00215)
N (1.29228, 1.23700, -1.64556)
N (1.06039, 0.12353, 0.15365)
O (-0.28675, -2.90720, -0.58604)
H (-5.03841, 0.74215, 0.07131)
H (-4.30749, -1.32673, 1.21271)
H (-3.40097, 2.12517, -1.13903)
H (-1.93524, -1.98610, 1.16799)
H (-1.02340, 1.46709, -1.20885)
H (2.56284, -2.76252, -0.36255)
H (3.83568, 0.74095, -0.21302)
H (4.32240, -0.85765, 0.35225)
H (3.56294, 0.28661, 1.46356)
H (-0.00758, 1.74964, 0.89467)
H (1.10887, 0.98497, 2.04855)
H (1.72951, 2.00885, 0.73040)
H (2.29056, 1.42259, -1.70521)
H (1.07757, 0.55213, -2.37000)

Computed properties:
Total charge = +1
2S+1 = 1
DFT total energy = -18141.8835 eV
HOMO energy (alpha / beta) = -12.72 / -12.80 eV
Gap between HOMO and LUMO (alpha / beta) = 7.83 / 6.46 eV
Energy above the lowest of the compared OMol25 structures with the same formula, charge and spin = 361.5 kJ/mol

***

Entry 4:
# C35H39F6N6OPPtSTe

A molecular structure, C35H39F6N6OPPtSTe (ωB97M-V/def2-TZVPD, the OMol25 dataset).

Element x y z (Å)
Pt (-0.09212, 1.56044, 0.42819)
N (3.86347, 1.23642, 1.40261)
C (3.58892, -0.02962, 1.90709)
C (4.38811, -0.96023, 2.56184)
C (3.75621, -2.09593, 3.02557)
C (2.37152, -2.28189, 2.87307)
C (1.59111, -1.35742, 2.21396)
C (2.22695, -0.23671, 1.69255)
N (1.72300, 0.86826, 1.01940)
C (2.71400, 1.72828, 0.91360)
C (2.40001, 3.06469, 0.45221)
C (3.15702, 4.16853, 0.25243)
S (2.16335, 5.48102, -0.19107)
C (0.79252, 4.49363, -0.09030)
N (1.04306, 3.25922, 0.25412)
H (4.73569, 1.73225, 1.48238)
H (5.44415, -0.79350, 2.72642)
H (4.33278, -2.84177, 3.55518)
H (1.90946, -3.15619, 3.31154)
H (0.51638, -1.44323, 2.16196)
H (4.22470, 4.28201, 0.34888)
H (-0.19791, 4.87033, -0.28830)
N (-3.61866, 2.50461, 2.79037)
C (-3.66517, 3.42147, 1.61228)
C (-2.31197, 3.59740, 0.94065)
N (-1.93243, 2.46170, 0.04632)
H (-2.90791, 2.81060, 3.48924)
H (-3.35560, 1.55562, 2.49234)
H (-4.52750, 2.46122, 3.24911)
H (-3.99839, 4.39340, 1.97077)
H (-4.41531, 3.03753, 0.92097)
H (-1.53575, 3.73953, 1.69035)
H (-2.37884, 4.50553, 0.34226)
H (-2.03879, 2.73172, -0.92633)
H (-2.57703, 1.68182, 0.23514)
F (0.03491, 3.22544, 3.02381)
P (-0.27853, 2.16590, 4.23896)
F (-1.16999, 1.28429, 3.14302)
F (1.02651, 1.32975, 3.82780)
F (0.51701, 3.07771, 5.25016)
F (-1.67454, 3.02955, 4.53070)
F (-0.68020, 1.12453, 5.36305)
C (4.82364, 1.32974, -3.12759)
C (3.61569, 0.59913, -2.61560)
C (2.33164, 1.04597, -2.91100)
C (1.19423, 0.38616, -2.46624)
C (-0.13745, 0.92764, -2.91404)
C (1.37399, -0.76458, -1.67540)
Te (-0.21340, -1.78316, -0.75433)
N (-1.03453, -0.29145, 0.34309)
C (-2.25724, -0.59738, 0.85860)
O (-3.05243, 0.29649, 1.19589)
C (-2.67914, -2.02525, 1.01455)
C (-3.90043, -2.43630, 0.48639)
C (-4.31515, -3.74863, 0.64006)
C (-3.52991, -4.64843, 1.34965)
C (-2.33301, -4.23244, 1.91647)
C (-1.90461, -2.92529, 1.74522)
C (-1.55499, -1.88194, -2.37019)
C (-2.76547, -1.20375, -2.35641)
C (-3.62933, -1.33456, -3.42897)
C (-3.26978, -2.14000, -4.50317)
C (-2.05865, -2.81048, -4.49998)
C (-1.17184, -2.70288, -3.42835)
C (0.15070, -3.42196, -3.46851)
C (2.65370, -1.27329, -1.39941)
C (2.93415, -2.56846, -0.67676)
C (3.75275, -0.56549, -1.87482)
H (4.58309, 2.35391, -3.40894)
H (5.22021, 0.82915, -4.01300)
H (5.62259, 1.34504, -2.38560)
H (2.20979, 1.93560, -3.51974)
H (-0.03758, 1.98407, -3.16416)
H (-0.91137, 0.82272, -2.15934)
H (-0.48086, 0.40575, -3.80992)
H (-4.52614, -1.72951, -0.04334)
H (-5.25776, -4.06791, 0.21627)
H (-3.86150, -5.67026, 1.47733)
H (-1.73996, -4.92169, 2.50258)
H (-0.99049, -2.59647, 2.22229)
H (-3.04059, -0.56688, -1.52423)
H (-4.57906, -0.81638, -3.42738)
H (-3.93968, -2.24753, -5.34588)
H (-1.78882, -3.43843, -5.34008)
H (0.11214, -4.25785, -4.16362)
H (0.43521, -3.84132, -2.49753)
H (0.95259, -2.75260, -3.79123)
H (2.13961, -2.89794, -0.01127)
H (3.83498, -2.47622, -0.06940)
H (3.11077, -3.36361, -1.40438)
H (4.74552, -0.94893, -1.66284)

Computed properties:
Total charge = +2
2S+1 = 1
DFT total energy = -94880.6299 eV
HOMO energy = -13.74 eV
Gap between HOMO and LUMO = 8.51 eV
Energy above the lowest of the compared OMol25 structures with the same formula, charge and spin = 0.0 kJ/mol

***

Entry 5:
# C7H11F

A single C7H11F molecule at a distorted geometry (ωB97M-V/def2-TZVPD, the OMol25 dataset).

Element x y z (Å)
C (-1.07218, -0.46248, -0.10941)
C (-2.32181, 0.27802, 0.22425)
C (-1.92966, -0.92054, 1.05805)
C (0.25735, 0.25920, 0.13538)
C (1.56124, -0.54277, 0.41732)
C (2.29945, 0.43729, -0.52528)
C (0.93408, 0.87158, -1.11755)
H (-3.11335, 0.25932, -0.46077)
H (-2.25459, 1.19664, 0.74079)
H (-1.55360, -0.71344, 2.02107)
H (-2.54125, -1.81906, 0.96529)
H (0.14238, 0.99680, 0.91991)
H (1.55915, -1.57714, 0.04734)
H (1.92194, -0.65467, 1.42609)
H (2.96810, 0.09122, -1.25326)
H (2.77997, 1.21536, 0.09183)
H (0.81057, 1.98093, -1.33621)
H (0.62929, 0.31652, -1.97606)
F (-1.07707, -1.21280, -1.26879)

Computed properties:
Total charge = 0
2S+1 = 1
DFT total energy = -10153.0826 eV
HOMO energy = -10.02 eV
Gap between HOMO and LUMO = 11.14 eV
Energy above the lowest of the compared OMol25 structures with the same formula, charge and spin = 127.4 kJ/mol

***

Entry 6:
# C5H7NO

A single C5H7NO molecule at a distorted geometry (ωB97M-V/def2-TZVPD, the OMol25 dataset).

Element x y z (Å)
C (-1.92065, 0.35492, 0.70030)
N (-0.62738, -0.18192, 0.18674)
C (0.41580, -1.85812, -0.09510)
C (1.53717, -1.20959, -0.46107)
C (1.58562, 0.18611, -0.47983)
C (0.32060, 0.69284, -0.09830)
O (0.05500, 2.02733, -0.01964)
H (-2.31705, 1.17125, 0.07017)
H (-1.86805, 0.77436, 1.72149)
H (-2.66232, -0.44266, 0.71411)
H (0.08228, -2.70479, -0.72526)
H (2.22107, -2.08238, -0.40813)
H (2.42913, 0.81951, -0.72823)
H (0.81117, 2.52001, -0.37402)

Computed properties:
Total charge = 0
2S+1 = 1
DFT total energy = -8832.1965 eV
HOMO energy = -7.67 eV
Gap between HOMO and LUMO = 8.41 eV
Energy above the lowest of the compared OMol25 structures with the same formula, charge and spin = 386.6 kJ/mol